# 1
Entry from the Open Molecules 2025 dataset: a cluster of 9 separate species, C31H80Cl4N4O11 in total at a distorted geometry (ωB97M-V/def2-TZVPD).

```
! RIJCOSX wB97M-V def2-TZVPD def2/J DEFGRID3
* xyz 0 1
H 2.347 0.390 -2.793
O -3.050 4.289 -5.950
H 2.371 0.613 0.374
C -4.592 -0.553 4.424
N -3.238 1.626 -4.792
H 0.005 -2.616 2.457
Cl -3.284 -4.800 0.401
H 7.786 4.537 5.935
H 1.799 -1.256 -2.424
C 4.007 -2.008 -3.285
C -3.209 1.273 -3.358
H -2.468 -3.596 2.200
H 8.957 -3.505 -5.840
H -5.884 1.651 5.227
O -0.332 -6.684 -1.992
O -4.336 3.697 4.594
C -2.202 5.296 -5.458
C -0.199 -5.846 -0.862
C -3.562 4.892 4.620
H 5.752 -1.569 -4.487
C -2.847 3.672 1.538
H 2.547 0.526 5.108
C 2.290 1.638 0.782
H 8.229 3.279 4.708
O 6.180 3.511 5.091
H -3.971 2.329 -4.789
C -4.093 -1.207 3.161
C 5.134 -2.441 -4.206
C 8.236 -3.318 -5.031
C -3.264 5.060 0.987
H -3.669 3.111 1.974
H 1.633 -3.241 0.270
H -2.096 3.862 2.302
H 4.389 -1.506 -2.393
H -2.704 -6.538 2.847
H -3.616 5.358 3.638
H -1.469 2.864 -4.471
H -2.787 6.204 -5.314
H -2.537 4.604 4.861
O -1.423 -1.914 -0.487
C 6.516 -4.499 -6.140
H 3.306 -0.117 2.696
C 6.068 2.354 5.893
H -0.819 -4.958 -0.968
H -1.261 1.459 -5.522
H 2.366 2.169 4.564
H 1.810 -4.240 1.761
H 1.231 -0.419 -3.875
H -2.856 2.678 -7.195
H -1.770 5.089 -4.470
O 3.185 -1.073 -3.971
H 4.738 1.994 3.828
H -6.057 0.723 -4.746
H 6.775 1.542 5.716
H -3.450 -1.231 0.605
H 3.479 -2.928 -3.011
H 8.830 -3.404 -4.118
H 6.246 2.673 6.933
C -4.181 2.932 5.769
C 1.474 -3.289 1.349
Cl -2.204 2.723 0.193
C -2.177 -5.588 2.786
H 4.509 1.109 6.617
O -4.665 -0.475 2.090
O 7.303 -4.367 -4.975
H -4.081 1.324 3.730
H 0.203 -0.660 -0.690
H -4.280 -1.102 5.316
H -4.695 3.446 6.590
H -3.021 -0.989 3.097
H -4.427 -2.243 3.163
H -6.934 -0.410 -3.639
H -0.949 -2.407 0.200
C -2.314 3.148 -6.370
H 7.456 4.814 4.269
H 1.577 0.377 2.779
H -3.988 -0.702 -3.412
H -3.405 5.696 1.860
N 4.619 -3.059 -5.405
H -2.422 5.450 0.424
H -1.347 5.531 -6.098
H 1.227 1.896 0.735
H 3.791 -2.547 -5.669
C 2.611 0.692 2.940
C -4.188 0.221 -2.855
C -0.866 -0.611 -0.437
H 7.838 -2.305 -5.113
H 0.808 -5.422 -0.843
Cl -1.875 -5.097 4.465
O 2.965 1.710 1.997
C -4.828 1.574 5.522
C -1.974 2.220 -5.204
H 5.889 -5.383 -5.998
H 2.018 -2.417 1.717
H -4.854 -0.375 0.031
H -0.325 -6.430 0.048
H -3.170 2.156 -2.707
C -4.511 -1.048 0.813
H -3.993 5.595 5.337
Cl -4.771 4.975 0.025
H -5.014 -2.015 0.698
H 2.874 2.196 0.047
C 7.494 4.021 5.017
N 4.317 1.416 4.541
H -7.197 1.315 -3.599
H 6.175 -2.469 -6.742
C 5.585 -3.355 -6.446
H 3.930 2.731 6.145
C 4.602 1.905 5.872
H -0.753 -0.272 0.607
H -1.434 3.446 -6.962
H -3.895 -0.059 -1.839
H 5.825 -2.973 -3.546
H -1.193 -5.701 2.344
C -6.424 0.552 -3.730
H -3.138 2.738 6.041
H -1.464 0.107 -0.986
H -4.824 1.016 6.469
H -3.983 -4.460 2.667
N -4.021 0.795 4.600
H -2.231 0.817 -3.129
C 2.873 1.224 4.334
H 7.115 -4.772 -7.017
H -5.688 -0.510 4.414
H -1.228 -6.817 -2.301
O 0.079 -3.207 1.703
C -3.042 -4.516 2.131
O -5.480 0.787 -2.715
C 2.102 -0.586 -3.237
H 5.030 -3.514 -7.373
*
```

* LUMO energy: 0.229 eV
* structure (SMILES): COCCNCCOC.COCCNCCOC.COCCNCCOC.COCCNCCOC.ClCCCl.ClCCCl.CO.CO.CO
* E_HOMO: -0.3107 hartree
* frontier orbital gap: 8.7 eV

Results of the Löwdin charge analysis, in e, for atoms 1 through 99: 0.086, -0.177, 0.076, -0.208, -0.040, 0.086, 0.619, 0.086, 0.071, -0.216, -0.221, 0.031, 0.092, 0.124, -0.114, -0.201, -0.128, -0.184, -0.089, 0.116, -0.661, 0.118, -0.134, 0.088, -0.191, 0.105, -0.218, -0.229, -0.127, -0.657, 0.056, 0.075, 0.072, 0.124, 0.070, 0.052, 0.108, 0.088, 0.094, -0.154, -0.230, 0.121, -0.237, 0.044, 0.118, 0.119, 0.087, 0.086, 0.123, 0.080, -0.192, 0.106, 0.083, 0.124, 0.066, 0.127, 0.091, 0.119, -0.232, -0.101, 0.596, -0.652, 0.119, -0.192, -0.190, 0.095, 0.060, 0.121, 0.123, 0.128, 0.108, 0.083, 0.024, -0.234, 0.086, 0.113, 0.134, 0.039, -0.039, 0.064, 0.087, 0.079, 0.107, -0.206, -0.213, -0.168, 0.072, 0.069, 0.561, -0.193, -0.229, -0.214, 0.125, 0.071, 0.076, 0.070, 0.103, -0.093, 0.094


# 2
Entry from the Open Molecules 2025 dataset: a cluster of 7 separate species, C6H27NO7 in total at a distorted geometry (ωB97M-V/def2-TZVPD).

```
! RIJCOSX wB97M-V def2-TZVPD def2/J DEFGRID3
* xyz 0 1
C 0.801 -3.139 2.032
H 0.171 -1.765 -0.177
C 1.592 -1.987 1.446
C 2.067 -1.119 -0.914
H 3.912 1.693 -2.153
H -0.793 -2.452 1.155
O -1.718 -0.875 -1.846
C 1.715 -0.017 -1.914
H -2.524 -1.054 -2.322
H 2.235 -2.007 -1.537
N 1.985 1.325 -1.410
O -1.153 2.157 -1.842
H -1.221 1.390 3.089
C 1.055 -1.260 0.218
C 2.915 2.149 -2.191
H -2.284 2.995 1.617
O -3.524 -1.787 0.961
H -0.232 1.808 -1.891
H -1.707 0.071 -1.640
H 1.802 -1.298 2.273
H 0.905 -4.123 1.549
O -1.681 3.570 2.131
H 2.267 1.304 -0.447
H 3.014 3.122 -1.712
H -1.754 0.523 4.291
O -3.559 1.549 -0.627
H -2.897 -1.873 1.705
H -1.500 4.273 1.478
O -0.650 -2.877 2.008
H -3.707 0.840 -0.049
H 2.120 -0.140 -2.925
H -3.027 -1.623 0.185
H 0.737 -0.251 0.456
H 0.872 -3.450 3.077
H -1.274 2.642 -2.664
H 2.643 -2.272 1.338
H 3.067 -1.015 -0.478
O -1.239 1.303 4.022
H 0.657 -0.188 -2.175
H -2.644 1.617 -0.911
H 2.557 2.241 -3.206
*
```

* LUMO energy: 0.213 eV
* structure (SMILES): CNCCCCCO.O.O.O.O.O.O
* E_HOMO: -0.3387 hartree
* frontier orbital gap: 9.4 eV

Want to see where the charge sits? The natural (NBO) charges in e are: -0.071, 0.205, -0.455, -0.407, 0.171, 0.453, -0.971, -0.235, 0.482, 0.216, -0.669, -0.985, 0.473, -0.414, -0.404, 0.472, -0.954, 0.510, 0.486, 0.221, 0.164, -0.941, 0.364, 0.205, 0.470, -0.974, 0.482, 0.469, -0.740, 0.475, 0.196, 0.471, 0.208, 0.201, 0.489, 0.217, 0.197, -0.944, 0.188, 0.483, 0.193


# 3
Entry from the Open Molecules 2025 dataset: a cluster of 12 separate species, C12H48N24O12 in total at a distorted geometry (ωB97M-V/def2-TZVPD).

```
! RIJCOSX wB97M-V def2-TZVPD def2/J DEFGRID3
* xyz -1 2
H -30.187 -5.397 28.985
H -29.269 -6.901 34.147
N -23.323 -2.960 28.788
H -23.551 -1.279 26.252
H -30.658 -2.831 25.996
H -31.320 0.090 23.674
H -27.879 -7.557 27.723
O -25.096 -1.813 28.140
C -25.576 -4.172 23.371
N -31.361 -0.915 23.767
H -22.467 -3.883 33.246
H -30.900 -1.460 23.053
H -30.950 -5.949 20.802
N -30.531 -3.256 29.716
O -27.795 -3.097 30.726
H -23.510 -9.175 27.345
H -25.308 -2.237 23.426
N -26.793 -4.842 28.628
H -30.747 -8.321 27.686
C -29.566 -5.557 32.719
H -28.083 -5.225 31.535
H -22.940 -9.402 28.929
N -31.814 -2.243 28.258
H -22.282 -2.334 26.976
N -24.848 -5.364 32.096
O -24.656 -7.398 29.527
H -26.292 -3.004 24.651
C -27.729 -9.628 27.374
H -31.926 -1.714 27.404
H -25.665 -5.730 32.565
H -24.648 -5.661 31.152
C -24.127 -4.675 33.012
O -32.027 -0.950 25.791
H -28.107 -6.897 32.072
O -26.549 -5.603 26.548
H -27.793 -9.883 25.500
H -30.441 -7.128 29.143
N -28.490 -5.963 32.091
N -27.201 -2.754 32.803
H -25.698 -1.209 31.808
H -28.233 -3.878 26.023
N -26.248 -3.996 24.463
O -29.677 -3.739 22.506
N -22.947 -4.464 32.574
H -27.884 -3.461 33.035
H -27.362 -4.185 29.142
C -27.153 -2.514 31.530
N -30.692 -2.568 25.022
O -30.721 -5.397 26.644
N -27.641 -10.404 26.352
H -23.948 -3.356 29.475
C -27.060 -4.834 27.341
H -24.428 -7.950 26.535
H -27.717 -11.411 26.350
N -24.905 -7.601 27.354
H -26.034 -5.413 28.972
H -27.892 -8.312 26.088
N -27.987 -4.033 26.990
H -22.322 -3.069 28.866
N -30.783 -7.643 26.939
H -25.540 -6.823 27.252
C -30.050 -4.816 22.187
N -25.105 -3.104 22.949
N -26.382 -1.587 31.168
O -29.944 -4.431 32.470
N -29.950 -6.336 33.661
H -29.734 -5.465 23.973
H -26.566 -2.186 33.346
H -31.285 -3.623 30.279
C -30.624 -2.494 28.634
H -24.678 -3.152 22.035
H -28.456 -3.588 27.767
H -26.332 -1.279 30.207
O -25.211 -5.277 22.939
C -30.743 -6.395 27.324
H -30.779 -6.009 34.135
H -30.821 -6.508 22.965
H -29.590 -3.171 30.073
O -27.720 -10.098 28.512
N -30.522 -6.273 28.612
O -24.400 -4.281 34.118
H -30.177 -2.984 24.259
H -26.529 -4.683 25.147
C -31.413 -1.485 24.939
C -24.390 -7.921 28.475
H -30.494 -7.850 25.993
H -30.602 -4.316 20.344
H -32.626 -2.578 28.755
C -23.927 -2.131 27.974
N -23.588 -8.923 28.321
O -29.607 -1.943 28.206
H -22.450 -4.958 31.847
N -30.248 -5.694 23.134
N -30.499 -5.070 21.009
N -27.854 -8.349 27.096
N -23.148 -1.816 27.007
*
```

* LUMO energy (alpha / beta): 2.059 / 2.027 eV
* E_HOMO (alpha / beta): 0.0180 / -0.2405 hartree
* frontier orbital gap (alpha / beta): 1.6 / 8.6 eV

Want to see where the charge sits? The Löwdin charges in e are: 0.071, 0.117, 0.153, 0.120, 0.078, 0.112, 0.102, 0.025, -0.833, 0.157, 0.115, 0.088, 0.097, 0.160, 0.020, 0.094, 0.111, 0.221, 0.090, -0.807, 0.078, 0.115, 0.199, 0.108, 0.183, 0.011, 0.101, -0.853, 0.058, 0.088, 0.069, -0.806, 0.053, 0.113, -0.027, 0.020, 0.090, 0.177, 0.211, 0.117, 0.110, 0.187, 0.019, 0.146, 0.100, 0.066, -0.828, 0.220, 0.006, 0.121, 0.099, -0.750, 0.114, 0.107, 0.188, 0.088, 0.053, 0.234, 0.097, 0.150, 0.048, -0.854, 0.152, 0.210, 0.025, 0.172, 0.093, 0.117, 0.105, -0.773, 0.127, 0.076, 0.115, -0.022, -0.811, 0.120, 0.062, 0.056, -0.037, 0.164, 0.027, 0.066, 0.045, -0.801, -0.835, 0.052, 0.115, 0.122, -0.807, 0.160, 0.003, 0.111, 0.173, 0.167, 0.167, 0.168


# 4
Entry from the Open Molecules 2025 dataset: a cluster of 7 separate species, C25H44Br12F5N2O3S in total at a distorted geometry (ωB97M-V/def2-TZVPD).

```
! RIJCOSX wB97M-V def2-TZVPD def2/J DEFGRID3
* xyz 1 1
C 1.976 -0.450 -1.410
H 2.691 -7.562 6.925
H 1.705 2.250 -1.784
Br 6.277 -1.199 1.422
H 4.042 -0.827 2.439
F -0.710 -2.474 -0.022
C 4.070 -5.901 6.782
H 2.764 -0.427 0.587
H 4.742 -6.136 7.604
H -4.149 -1.265 -4.391
H -3.140 -2.050 -2.414
C 2.057 -0.291 -2.762
Br -5.595 2.907 -3.095
C -7.628 3.635 -1.199
C 0.376 -1.670 0.135
F 2.228 3.738 -0.575
H 2.392 -2.457 0.332
H -6.929 3.219 -0.485
F 3.706 -1.924 -4.610
C -4.810 0.106 1.347
H 4.045 -4.827 6.629
C -6.938 4.148 -2.431
H 3.916 -0.280 -0.696
C -3.262 -0.713 -4.687
C -2.461 -0.265 -3.479
C -2.281 -1.388 -2.436
H -1.849 4.942 -4.105
C 0.235 -1.474 -2.385
H 1.530 -0.050 7.583
H 0.743 1.505 5.923
H 0.777 -1.000 -4.331
H -2.734 7.376 -2.463
H 2.970 1.743 0.939
O 3.931 1.505 -3.090
H -1.488 0.109 -3.799
C 4.985 -1.127 2.880
H -2.195 -0.881 -1.473
Br -3.138 -0.745 0.817
O -2.477 -1.504 -5.586
C 1.201 0.582 5.575
H -6.395 5.063 -2.204
H -7.622 4.327 -3.254
Br 4.894 -6.685 5.202
F 5.309 -0.501 -5.029
H 3.923 1.997 -0.487
F 4.979 -1.245 -3.003
Br 3.870 -3.747 2.603
S 3.221 0.491 -3.798
H -1.986 -0.883 -6.129
H -4.795 0.183 2.428
H -8.200 4.430 -0.727
C 1.467 -2.427 0.894
C -4.992 1.428 0.653
H -2.017 7.531 -4.078
Br 1.365 -5.772 5.822
H 0.428 -0.109 5.255
H -0.762 5.773 -2.975
H -5.594 -0.583 1.042
H -4.749 1.376 -0.404
N 0.823 -1.213 -1.202
C 2.987 1.577 -0.136
H 0.062 -0.783 0.682
H 2.357 -6.219 8.035
Br 2.192 1.081 3.975
C -2.554 6.868 -3.404
H -3.000 0.539 -2.978
H -1.016 -3.173 -2.158
H 3.000 0.559 6.800
H 5.338 -0.341 3.544
C 2.082 0.002 6.648
C 4.876 -2.432 3.617
H -3.613 0.171 -5.224
H -0.972 -2.451 -3.756
H 1.688 -1.864 1.796
C 1.860 2.403 -0.720
Br -4.293 6.583 -4.229
H 4.305 -2.311 4.537
C -1.008 -2.229 -2.690
H 5.844 -2.873 3.835
C -1.801 5.578 -3.227
N 0.977 -0.933 -3.344
Br -3.883 2.841 1.395
Br -2.512 4.540 -1.740
H 1.126 -3.424 1.140
H -6.016 1.771 0.771
Br 2.596 -1.838 6.257
C 4.415 -0.881 -4.154
C 2.706 -6.484 7.040
Br -8.914 2.233 -1.602
C 2.929 0.044 -0.370
O 2.559 0.844 -5.015
H 0.940 2.289 -0.145
*
```

* LUMO energy: -2.908 eV
* E_HOMO: -0.4246 hartree
* frontier orbital gap: 8.6 eV

Want to see where the charge sits? The Löwdin charges in e are: -0.106, 0.051, 0.105, 0.637, -0.015, 0.007, -0.690, 0.074, 0.061, 0.124, 0.124, -0.224, 0.567, -0.691, -0.292, -0.040, 0.060, 0.013, 0.145, -0.640, 0.025, -0.673, 0.109, -0.246, -0.165, -0.188, 0.050, -0.160, 0.064, 0.063, 0.184, 0.051, 0.089, -0.217, 0.107, -0.712, -0.007, 0.742, -0.063, -0.673, 0.042, 0.057, 0.604, 0.207, 0.118, 0.158, 0.675, 0.776, 0.086, 0.056, 0.065, -0.053, -0.703, 0.060, 0.585, 0.052, 0.058, 0.067, 0.021, 0.147, -0.133, 0.149, 0.059, 0.648, -0.687, 0.103, 0.127, 0.057, 0.059, -0.655, -0.680, 0.119, 0.121, 0.056, -0.199, 0.623, -0.067, -0.073, 0.061, -0.682, 0.198, 0.610, 0.562, 0.089, 0.045, 0.701, -0.674, -0.688, 0.618, -0.086, -0.235, 0.128


# 5
Entry from the Open Molecules 2025 dataset: a structure of composition C21H39Cl3N7O3SiTi at a distorted geometry (ωB97M-V/def2-TZVPD).

```
! RIJCOSX wB97M-V def2-TZVPD def2/J DEFGRID3
* xyz -1 3
H 1.900 4.300 2.841
H 3.083 0.215 -2.354
N -1.561 -1.897 3.398
H 0.862 2.119 -5.359
H 1.751 0.892 -4.409
H 0.065 7.197 1.402
N -0.465 -1.229 3.832
H -2.614 -1.403 -3.003
N -0.487 0.103 3.610
H -2.691 -1.602 -5.299
H -2.358 1.765 -5.795
C 2.895 -1.372 -0.409
H -2.389 2.312 -2.450
H 2.625 -0.736 3.250
H -3.433 -2.692 -0.984
C -0.508 6.611 2.123
H -1.622 3.260 -3.790
C -1.555 -1.675 -2.943
N 0.807 -1.781 3.631
H 0.736 -5.280 -4.773
H 0.788 -2.336 -1.729
H 3.411 -3.706 -1.194
C -1.263 -2.637 -4.082
C -0.515 4.210 2.368
N 0.159 5.350 2.369
H -1.612 0.164 -6.118
H -2.924 0.302 -4.908
O 0.055 3.136 2.724
H 2.721 -2.229 0.285
H 3.711 -1.040 -3.494
H 0.855 -3.846 -5.791
C 1.589 5.332 2.678
Si -0.805 1.000 -3.932
H -1.579 4.189 2.075
H -1.169 -2.027 -6.116
Cl -2.348 1.753 1.356
H 1.963 -0.764 -3.337
H -0.611 -4.634 1.637
C 0.217 -3.548 -0.044
Cl 0.975 2.141 0.054
C -1.451 2.503 -2.996
C -0.048 -2.697 -1.137
C 2.916 -0.772 -2.788
O 3.079 -0.234 -0.004
H 1.243 2.419 -3.668
H 2.585 -3.568 -2.773
C -1.928 -2.377 -5.400
C 0.933 1.624 -4.379
H -1.489 6.378 1.707
Cl -0.262 -0.581 0.883
C -1.341 -2.337 -1.548
H 1.775 5.899 3.594
C -2.034 0.814 -5.341
C 1.546 -0.714 3.392
H 4.276 -3.048 -2.620
N 0.846 0.445 3.341
C -2.379 -2.854 -0.721
H 2.145 5.734 1.828
O -0.782 -0.416 -3.206
H -2.405 -3.261 -5.855
C 3.313 -3.103 -2.103
N 2.884 -1.763 -1.731
C -0.318 -3.578 -3.983
H -0.673 -4.799 -5.770
H -1.595 -2.894 3.508
H 0.211 -3.773 -3.058
C -2.121 -3.631 0.432
Ti -0.181 1.324 1.815
H -2.313 -1.296 3.075
H -0.660 7.163 3.061
C 0.157 -4.410 -5.136
H -2.949 -4.001 1.058
H 1.242 -3.876 0.159
H -0.704 2.918 -2.284
C -0.815 -3.994 0.772
*
```

* LUMO energy (alpha / beta): 2.566 / 2.562 eV
* E_HOMO (alpha / beta): -0.0804 / -0.1704 hartree
* frontier orbital gap (alpha / beta): 4.8 / 7.2 eV

Want to see where the charge sits? The Löwdin charges in e are: 0.090, 0.094, 0.050, 0.024, -0.002, 0.089, -0.312, 0.138, -0.137, 0.049, 0.032, -0.340, 0.033, 0.104, 0.105, -0.047, 0.028, -0.180, 0.058, 0.069, 0.081, 0.085, -0.225, -0.299, -0.175, 0.013, 0.034, -0.232, 0.125, 0.086, 0.083, -0.019, 0.358, 0.102, 0.089, -0.044, 0.064, 0.100, -0.119, -0.013, -0.180, -0.156, -0.049, -0.027, 0.040, 0.073, -0.063, -0.151, 0.089, 0.279, -0.175, 0.090, -0.172, -0.296, 0.082, -0.188, -0.040, 0.093, -0.153, 0.084, -0.067, -0.219, -0.107, 0.075, 0.071, 0.079, -0.112, -0.069, 0.084, 0.089, -0.105, 0.098, 0.090, 0.000, -0.125


# 6
Entry from the Open Molecules 2025 dataset: an isolated molecule of C4H6O2 at a distorted geometry (ωB97M-V/def2-TZVPD).

```
! RIJCOSX wB97M-V def2-TZVPD def2/J DEFGRID3
* xyz 0 1
H 3.191 -0.492 1.324
H -2.388 -0.171 0.803
C -1.368 0.020 0.920
C 1.504 -0.142 0.114
C 0.306 -0.060 -0.788
O 0.826 -1.303 -0.299
H -1.222 0.914 1.616
H 2.800 1.295 0.741
C 2.504 0.244 0.822
H 0.362 0.230 -1.852
H -0.787 -0.866 1.432
O -0.897 0.495 -0.254
*
```

* LUMO energy: 0.986 eV
* structure (SMILES): C=C1O[C@H]1OC
* E_HOMO: -0.3560 hartree
* frontier orbital gap: 10.7 eV

Want to see where the charge sits? The natural (NBO) charges in e are: 0.225, 0.185, -0.258, 0.243, 0.327, -0.474, 0.170, 0.230, -0.511, 0.195, 0.191, -0.523